[1]
Density functional theory data (ωB97M-V/def2-TZVPD) for a 2-piece molecular cluster, C3H6NO5S2 overall at a distorted geometry.

Summary:
Gap between HOMO and LUMO = 8.6 eV
Energy relative to the best compared isomer or geometry (same formula, charge and spin) = 0.923 eV
LUMO level = 0.1211 hartree
Charge = -1

Geometry (Å):
C  1.45020  -1.28503  -0.18293
C  -0.02168  2.21048  -0.23673
C  0.64086  0.95509  -0.84194
N  0.63163  -2.27388  -0.26644
O  -3.56848  -1.08589  1.10296
O  2.67594  -1.26568  -0.17695
O  -1.97509  -1.89181  -0.51441
O  -1.19131  -1.98823  1.75927
O  0.78203  0.06938  0.09392
S  1.20544  0.78811  -2.37312
S  -2.16720  -0.96388  0.76340
H  -0.97278  1.97708  0.33386
H  -0.33411  2.77477  -1.06708
H  0.93994  2.59977  0.35535
H  1.07003  -3.14984  -0.52555
H  -0.31044  -1.78088  1.43428
H  -1.00978  -2.25768  -0.59517

---

[2]
Density functional theory data (ωB97M-V/def2-TZVPD) for a 4-piece molecular cluster, C8H22NO5 overall at a distorted geometry.

Summary:
Gap between HOMO and LUMO = 6.3 eV
Energy relative to the best compared isomer or geometry (same formula, charge and spin) = 1.041 eV
LUMO level = 0.1092 hartree
Charge = -1

Geometry (Å):
C  -2.18122  -0.51795  2.93796
C  -0.87756  0.22546  3.20971
N  0.06060  0.10887  2.13391
C  0.65175  1.26826  1.76148
O  0.18167  1.86921  0.38170
C  -1.08578  2.25482  0.40739
C  -1.40483  3.53019  1.15739
O  -1.98769  1.64829  -0.15470
H  -2.87549  -0.42309  3.77214
H  -2.66030  -0.12103  2.04695
H  -1.97494  -1.56532  2.74597
H  -0.47501  -0.22903  4.13152
H  -1.12891  1.26643  3.46887
H  0.53444  2.09044  2.48686
H  1.71738  1.15059  1.56772
H  -1.95177  3.28263  2.05800
H  -0.52440  4.11542  1.38186
H  -2.06112  4.10957  0.51975
C  -0.15016  -0.11897  -2.91943
O  -1.09319  -0.91977  -2.23733
H  0.59494  -0.77493  -3.37213
H  -0.64137  0.46421  -3.71113
H  0.35164  0.56065  -2.22494
H  -1.72694  -0.31277  -1.83855
C  2.37046  -1.39629  -5.82389
O  1.60884  -0.31808  -6.35900
H  3.21458  -1.56251  -6.48876
H  2.74494  -1.14989  -4.82744
H  1.76991  -2.30818  -5.77431
H  0.86495  -0.16928  -5.76959
C  1.54757  -2.81621  2.83460
O  0.90453  -2.85870  1.57605
H  1.96976  -3.80166  3.03739
H  2.34409  -2.06652  2.82586
H  0.82689  -2.55381  3.61508
H  0.54173  -1.96104  1.44303

---

[3]
Density functional theory data (ωB97M-V/def2-TZVPD) for C19H33BrCl28IN3O4P2 as an isolated structure at a distorted geometry.

Summary:
Gap between HOMO and LUMO = 8.3 eV
LUMO level = -0.0273 hartree

Geometry (Å):
N  2.41648  -2.84019  1.98366
C  1.67467  -2.17308  1.39590
C  0.71302  -1.31106  0.73220
C  1.36338  -0.05547  0.15039
O  2.46581  0.37106  0.96137
N  2.45810  1.79052  0.99178
O  2.62389  2.25308  -0.06504
C  -0.17125  -2.05543  -0.31522
C  -0.60261  -1.02698  -1.22503
N  -0.78356  -0.12817  -1.93756
P  0.66409  -3.35574  -1.39426
O  0.85451  -4.69693  -0.47261
Br  2.76231  -2.63146  -1.78724
P  -1.72529  -2.77388  0.59431
O  -1.11662  -3.34069  2.01863
I  -3.00169  -0.77172  1.22114
H  0.05124  -0.94774  1.51314
H  1.70937  -0.20137  -0.86065
H  0.60224  0.70951  0.19425
H  1.30166  -4.50661  0.36661
H  -0.20918  -3.65582  1.93334
C  -3.98582  1.72769  4.32643
Cl  -4.69955  1.32525  2.75692
Cl  -2.60065  2.80171  4.11980
H  -4.73213  2.21757  4.94014
H  -3.65121  0.81270  4.79985
C  3.02608  -4.46509  -5.54617
Cl  1.58523  -3.46903  -5.27809
Cl  3.99286  -4.63258  -4.07781
H  2.71206  -5.45054  -5.86928
H  3.63488  -3.99774  -6.31112
C  0.52511  4.64230  5.63457
Cl  0.03188  5.28579  4.06559
Cl  1.28763  3.05204  5.48616
H  1.23343  5.32854  6.08410
H  -0.35198  4.54197  6.26181
C  1.54698  5.39714  -0.50359
Cl  -0.19294  5.15251  -0.27463
Cl  2.07725  6.92188  0.22054
H  2.08363  4.58413  -0.03448
H  1.76100  5.42059  -1.56529
C  3.29603  -1.80438  -8.03992
Cl  4.32979  -3.10316  -8.66222
Cl  2.67303  -0.78820  -9.34224
H  2.45930  -2.24831  -7.51189
H  3.88027  -1.18875  -7.36625
C  -5.07404  -1.16546  -3.07991
Cl  -6.37672  -0.12640  -2.48726
Cl  -3.84465  -1.44319  -1.84864
H  -5.50083  -2.11317  -3.38461
H  -4.59712  -0.68244  -3.92554
C  -1.42093  0.41191  7.36710
Cl  -3.14211  0.66577  7.69627
Cl  -1.14447  -0.11068  5.70406
H  -0.89299  1.34474  7.52787
H  -1.04828  -0.35109  8.03953
C  -4.11636  3.26791  -3.77521
Cl  -3.74337  2.54275  -2.20806
Cl  -4.71992  2.06443  -4.93455
H  -4.88223  4.02107  -3.63618
H  -3.21701  3.71851  -4.17658
C  -2.22684  5.53815  8.63373
Cl  -2.72183  6.17943  7.06469
Cl  -1.44570  3.95812  8.47030
H  -1.52426  6.22627  9.08783
H  -3.10289  5.42739  9.26090
C  -7.09652  -0.56111  -6.33587
Cl  -7.35178  0.07529  -7.96382
Cl  -6.25896  -2.12079  -6.37566
H  -6.49607  0.14714  -5.77520
H  -8.05882  -0.69330  -5.85682
C  -1.47509  -6.94108  -2.02864
Cl  -2.23280  -5.35080  -2.15469
Cl  -0.43215  -7.28162  -3.41516
H  -0.87279  -6.96507  -1.12810
H  -2.25218  -7.69436  -1.98317
C  3.81581  7.99157  3.34524
Cl  3.14967  9.36694  2.45816
Cl  3.33751  8.01339  5.04723
H  3.44839  7.07826  2.89188
H  4.89665  8.03213  3.28757
C  6.64124  -7.44147  -4.94288
Cl  5.73709  -6.62054  -6.21792
Cl  5.95608  -9.02630  -4.56864
H  7.66415  -7.57304  -5.27350
H  6.61014  -6.82890  -4.04915
C  4.03329  -0.39893  4.13234
Cl  2.65350  0.63876  4.51399
Cl  5.07655  -0.64680  5.53894
H  3.66347  -1.36084  3.79811
H  4.61344  0.07166  3.34790

---

[4]
Density functional theory data (ωB97M-V/def2-TZVPD) for C38H47N3O6S3TeTi as an isolated structure at a distorted geometry.

Summary:
Gap between HOMO and LUMO = 7.2 eV
Energy relative to the best compared isomer or geometry (same formula, charge and spin) = 1.031 eV
LUMO level = -0.0093 hartree

Geometry (Å):
Ti  0.10805  -0.67228  -0.29916
C  3.00088  -0.53342  2.63847
C  2.43278  0.75870  3.22730
S  0.83620  1.22477  2.51195
C  1.24939  2.76045  1.62481
C  0.79065  2.83248  0.17287
S  1.33679  1.55716  -0.99007
C  3.13664  1.57559  -0.87836
C  3.79992  0.89684  0.32855
S  2.99001  -0.64144  0.83764
H  2.37670  -1.37941  2.93352
H  4.00704  -0.71611  3.01801
H  3.13584  1.58618  3.13826
H  2.28825  0.59863  4.29678
H  2.32180  2.93453  1.70457
H  0.75262  3.58220  2.14393
H  1.08663  3.79773  -0.24313
H  -0.29474  2.75027  0.11894
H  3.45757  2.61791  -0.92378
H  3.46852  1.10973  -1.80657
H  3.81822  1.57269  1.17892
H  4.83919  0.68903  0.07052
O  0.89173  -2.99319  -5.88594
C  2.07722  -3.02667  -5.30516
O  3.05157  -3.48684  -5.84557
C  2.19667  -2.45877  -3.92709
C  3.38141  -2.48594  -3.22418
N  3.15641  -1.89249  -2.04173
N  1.89117  -1.47696  -1.91609
C  1.29432  -1.81863  -3.04812
C  -0.17804  -1.56614  -3.11863
O  -0.82259  -1.92011  -4.09269
O  -0.66519  -0.96999  -2.08545
H  0.18690  -2.62133  -5.28553
H  4.33762  -2.89568  -3.50153
H  3.76689  -1.83370  -1.23988
C  -7.76149  6.64301  3.97005
C  -6.60406  5.75099  3.61306
C  -5.51637  5.60907  4.46359
C  -4.44021  4.78580  4.15136
C  -3.30264  4.69425  5.13079
C  -4.45778  4.07068  2.94325
Te  -2.81784  2.81961  2.43098
N  -1.11428  0.47136  0.24508
C  -2.38724  -0.02705  0.39225
O  -2.73414  -0.77619  1.29579
C  -3.37934  0.38620  -0.66221
C  -3.13792  1.46080  -1.51001
C  -4.08267  1.83371  -2.45299
C  -5.27066  1.12329  -2.56188
C  -5.51085  0.04160  -1.72532
C  -4.56898  -0.32386  -0.77556
C  -3.01494  1.42595  4.00360
C  -1.94821  1.27828  4.88353
C  -1.98890  0.32536  5.89073
C  -3.11307  -0.47385  6.02355
C  -4.17899  -0.31883  5.15069
C  -4.15290  0.62088  4.12281
C  -5.31845  0.73483  3.18417
C  -5.54714  4.19593  2.06851
C  -5.67582  3.47172  0.75161
C  -6.59712  5.03990  2.42436
H  -7.58211  7.16517  4.90920
H  -8.68137  6.06519  4.07691
H  -7.93551  7.39094  3.19476
H  -5.50043  6.15724  5.39961
H  -3.45011  5.39719  5.95025
H  -2.34792  4.91224  4.64838
H  -3.22006  3.69169  5.55308
H  -2.20388  2.00060  -1.42193
H  -3.89295  2.67599  -3.10635
H  -6.00689  1.40916  -3.30251
H  -6.43276  -0.51880  -1.81504
H  -4.74065  -1.15640  -0.10564
H  -1.07948  1.91532  4.77295
H  -1.15202  0.21669  6.56932
H  -3.16363  -1.21967  6.80701
H  -5.05403  -0.94932  5.25700
H  -6.07602  -0.01234  3.42040
H  -4.99068  0.58201  2.15473
H  -5.78184  1.72217  3.24264
H  -4.88168  2.75127  0.57660
H  -5.67062  4.18508  -0.07542
H  -6.62638  2.93614  0.70819
H  -7.43879  5.13194  1.74432
C  -0.21213  -4.02519  2.14287
C  -0.22895  -3.60661  0.67825
C  -1.63692  -3.72668  0.10565
C  0.76339  -4.42544  -0.14109
O  0.17806  -2.24452  0.62783
H  -0.56115  -5.05316  2.25586
H  -0.86442  -3.36595  2.71637
H  0.80054  -3.95869  2.54716
H  -1.93770  -4.77527  0.05714
H  -1.67364  -3.31846  -0.90754
H  -2.34683  -3.17669  0.72333
H  0.56474  -5.49342  -0.03619
H  1.78298  -4.22739  0.19701
H  0.69026  -4.16798  -1.20034